Density functional theory data (ωB97M-V/def2-TZVPD) for a structure of composition C54H55BaCl2N7S2Sb at a distorted geometry.

```
! wB97M-V def2-TZVPD RIJCOSX def2/J DEFGRID3
* xyz -1 1
H -5.89277 0.34922 -1.21164
H 2.51045 4.99470 2.49234
C -3.12983 1.88050 1.73653
C 1.44666 -5.42773 -3.07139
C -0.44866 -3.91123 -1.61347
H -6.23301 1.05865 -3.53967
C 2.47638 -6.11294 -3.79660
H 2.20505 2.91088 -0.09403
N 1.92316 1.97515 0.14544
N 1.65987 -0.08205 -1.00995
H -0.09725 -0.02621 3.80008
C -6.13712 -1.13522 1.92747
C 0.79972 0.72868 1.99031
C -0.58863 -3.89324 4.22451
H -5.76866 2.08119 0.90473
C 0.23988 -4.89001 -5.16023
Cl -1.80247 -3.05544 3.23961
H -4.06456 0.20808 3.84889
H -2.88621 0.84790 5.00052
C -3.06662 0.64645 3.94450
H 0.38839 -3.61201 3.84605
C -1.28040 1.08342 -1.43761
H -2.83801 5.20820 1.09694
C 2.49094 -2.15896 -4.58522
Ba 0.47643 -1.61589 0.80180
H -0.56118 1.51022 -2.13840
N 3.32209 -6.65024 -4.36354
H -3.26178 3.07248 -0.04421
C -7.56598 1.26487 1.72923
C 0.36491 -4.82963 -3.73454
S 0.79512 -4.62352 0.81337
H 1.83797 4.70912 0.89492
H -9.20439 0.17487 2.58765
H 2.34105 -5.81309 -1.17545
C -3.09636 3.07728 1.02706
C 0.61508 1.94375 4.13050
C -3.78096 0.73873 -1.20955
H 3.69731 -2.44931 0.37292
C 4.13231 -2.14358 2.36416
H 2.20912 -0.81675 3.46090
C 0.40664 0.82567 3.33552
H 4.13740 -2.15124 4.50138
C -2.68271 1.15200 -1.97967
H 5.10497 -2.65036 2.34318
H 0.40154 -1.90289 -5.00073
C -0.55421 -4.10094 -2.99739
C 4.21081 3.17003 -3.20974
C 5.83588 3.42421 -0.95464
C 1.69270 3.02614 2.26749
C 3.45696 -2.44370 3.69231
C 1.44918 1.86550 1.50482
C 4.44331 -0.92840 -1.57594
H 5.04584 -1.82679 -1.42375
H -7.94253 -1.93267 2.76117
H -4.95227 -2.74858 1.10548
C 5.37513 3.92303 -3.24628
C 3.34602 3.01184 -4.42949
C 1.20924 -1.70813 -4.30700
H -1.38080 -3.62687 -3.51077
C 4.68266 2.65730 -0.89260
H 6.46632 3.50427 -0.07814
H -2.34191 -0.10164 3.61488
C -5.24188 1.09724 -3.10512
Cl -0.75123 -5.64999 4.15181
H 4.11247 -0.55878 -0.60593
H -8.11302 2.19618 1.64987
C -5.52492 0.00746 1.39913
H 3.29871 -3.52431 3.77107
H 2.31259 3.29912 -4.22209
C 3.85481 2.53737 -2.00831
H 3.71631 3.62962 -5.24575
H 2.91299 -3.48326 1.35797
C 2.39743 4.24177 1.71314
N 2.68041 1.77112 -2.00609
C 1.97810 -0.78516 -2.20964
H 2.68898 -2.71575 -5.49215
H -2.47788 5.24340 3.55086
Sb -3.45317 -0.03091 0.76932
H -0.05492 -0.72635 -2.87798
H 4.32384 -1.06598 2.30031
C 2.08098 1.13561 -0.90801
C 1.25895 3.04400 3.58593
C -5.04438 0.69368 -1.79101
H -2.59066 3.14160 4.83319
H -1.16974 1.59896 -0.48310
H -0.73363 -3.59199 5.25537
C -2.89697 1.56237 -3.29192
N 3.24167 -2.52001 1.27523
H -2.04934 1.88183 -3.88848
C -5.39053 -2.43952 2.05665
C 0.60469 -4.59240 -0.92496
C 1.53124 -5.31624 -1.69292
H -4.30638 1.85432 -4.88153
C 3.50754 -1.91911 -3.67513
H 5.64725 4.41329 -4.17396
C -2.86665 4.28822 1.66829
H -1.00622 0.03693 -1.27734
H 5.10028 -0.16973 -2.00839
C 0.95318 -1.04090 -3.12065
C -8.17479 0.13434 2.25366
H 3.33120 1.97483 -4.78049
N 2.15104 -1.78519 3.76444
H 4.43262 2.13473 0.02078
H 2.47325 1.30799 -2.87841
C -4.16513 1.54144 -3.85442
H 4.50885 -2.28047 -3.88314
H -4.56873 -2.35208 2.77114
C -6.24584 1.19513 1.30814
H 1.80802 -1.77274 4.71745
H 7.08887 4.66327 -2.18387
H 3.39613 4.00551 1.33696
C -7.46259 -1.05134 2.35062
H 0.27754 1.96683 5.16187
H 1.43057 3.93016 4.18741
C 6.18829 4.06631 -2.13036
C -2.67308 4.30871 3.03956
C -2.73243 3.12419 3.75815
S -1.61970 -2.85252 -0.85350
H -6.04984 -3.23547 2.40148
N 0.11966 -4.90799 -6.30535
C -2.96347 1.90641 3.12709
C 3.28150 -1.22079 -2.49183
*
```

Maximum force: 1.1 eV/A
E_tot: -4456.69526 Ha
Energy above the lowest of the compared OMol25 structures with the same formula, charge and spin: 0.496 eV



Density functional theory data (ωB97M-V/def2-TZVPD) for a structure of composition C54H57IN6OPdSe at a distorted geometry.

```
! wB97M-V def2-TZVPD RIJCOSX def2/J DEFGRID3
* xyz -1 4
O -0.51055 1.21374 -2.84941
H 2.83852 7.21067 -2.58681
H 2.51783 -4.57767 -2.17147
H 3.06434 -0.44459 1.72544
C 2.72075 6.13682 -2.67336
C 2.77351 3.14011 0.66915
C 3.47356 -0.04107 2.64401
H -1.53550 0.90899 2.36575
C 2.70022 5.35474 -1.51273
C 0.51932 2.41619 4.58632
C -0.63336 3.29936 -0.03022
H -1.64087 -0.33215 4.53273
C 1.85582 2.52159 4.93875
C 1.43748 -4.55091 -2.34171
H 0.42517 2.36514 -4.77646
C 0.09978 1.58680 3.54913
H 1.32359 -2.62986 -1.42582
C -0.66555 -0.28801 -6.60912
H -3.14624 0.53619 4.20519
C 0.05596 -1.94411 3.10536
C 2.32338 1.72531 -1.36510
C -0.49321 -3.19582 2.70106
H -0.21852 2.99277 5.13760
C -3.35083 -2.92840 -2.36778
C -0.56389 -3.00539 -2.31336
H -3.17043 2.65270 2.96966
H 3.84808 3.25679 0.82581
C -3.47777 -1.40846 -0.37784
Pd 0.68889 0.58285 -0.66538
C -0.01730 1.42014 -5.06034
H -1.47116 -4.56248 -0.30403
H -1.39855 -6.34107 3.60393
H -1.82919 -1.86017 -5.71012
C -0.77352 -3.23086 1.30578
C -1.30251 -0.92837 -5.56325
H 2.38943 3.72960 -5.06472
C 2.59853 5.56102 -3.92902
H 4.07574 -0.85279 4.57545
H -0.67124 -0.70850 -7.60679
C 2.44951 4.17797 -4.07842
H 5.43710 -0.01710 1.75514
H 2.26958 4.03003 1.05295
H 0.45460 1.47261 -7.13238
C 1.50480 -2.33971 -3.53915
C 0.15855 -2.84278 5.34995
C 1.07286 0.84253 2.82486
C -1.25912 -2.19133 -1.37879
C -0.70383 -4.27885 3.56818
H -3.46011 -2.93810 1.17351
C -2.67345 -2.18806 -1.40099
C 0.37985 -1.78071 4.47668
H 1.26103 -1.28115 -3.45057
H 4.61236 -1.80993 3.18000
N 2.47618 2.96876 -0.72980
C -2.10871 2.80688 3.18898
H 1.23872 -5.03916 -3.30292
C -0.02903 0.91217 -6.34296
H -4.76669 -1.74877 1.33312
H 2.30962 1.33595 -3.41677
C -0.36454 -4.07276 4.93510
C 2.79152 1.74202 4.27915
C -1.28381 -3.74340 -3.24770
H -4.08624 0.08146 -1.87169
C -4.18136 -2.33783 0.61820
H -1.68850 3.42381 2.40143
N 2.29849 2.05179 -2.71992
H 2.16146 3.18442 5.74099
H 2.92410 -1.87307 3.70363
H -5.34233 -1.09221 -1.46378
C -2.69558 4.06502 -0.97397
C -2.12746 1.75364 -0.77719
H 5.32149 0.98025 3.21256
H 2.80900 5.80690 -0.53390
C 2.42578 0.88815 3.24254
H -3.36830 4.86093 -1.26456
C 0.94772 -3.09921 -2.32797
C -1.26063 -0.39618 -4.29072
C 2.41866 3.40821 -2.93257
C -3.03873 2.73602 -1.13397
C -1.46885 -5.52643 1.60441
H 0.30316 3.48673 0.47712
H 0.41288 -2.70269 6.39854
N -0.58781 0.74587 -4.04362
H 2.59220 -2.42636 -3.58626
H -2.04223 3.36898 4.12532
C -1.21800 -5.47089 2.97946
H -3.21623 -4.28582 -4.02762
H -1.71472 -0.86108 -3.42228
H 1.07198 -2.72935 -4.47073
N 0.71582 0.06793 1.70314
C -1.46178 4.33435 -0.41798
C -2.66985 -3.70392 -3.29197
H -4.43758 -2.91732 -2.38397
C -4.51964 -0.50076 -1.05029
N -0.58592 -1.40611 -0.42962
H -0.51085 -4.87751 5.65110
H -2.78121 -0.79310 0.18937
C -1.25865 -4.44459 0.75184
H -4.94446 0.19447 -0.31939
H 3.83144 1.78080 4.59195
C 0.15690 -1.14750 1.89775
H -0.74850 -4.36998 -3.95859
H 0.95101 -5.12762 -1.55188
H -1.98027 1.18949 5.37571
C -2.07840 0.65843 4.42154
C -0.42359 -1.92495 0.80240
H 2.62237 6.18836 -4.81083
C 4.78775 0.66958 2.30727
H -1.84399 -6.45026 1.17269
N -0.95190 2.02421 -0.22351
C 2.54172 3.99016 -1.66340
H -4.86446 -3.01597 0.09345
C -1.39886 1.45202 3.29829
Se 3.12037 0.07109 -0.84020
H -4.00057 2.45966 -1.54456
H -2.33608 0.70275 -0.91454
I -0.83531 6.31095 -0.10363
H 2.42897 2.27410 1.21751
H 4.62623 1.54751 1.67790
H 0.79023 -0.85817 4.87050
C 3.78238 -1.21716 3.58507
*
```

Maximum force: 1.4 eV/A
E_tot: -5322.71200 Ha
Energy above the lowest of the compared OMol25 structures with the same formula, charge and spin: 0.858 eV